Entry 1:
This record from the Open Molecules 2025 dataset describes a structure of composition C41H41Br4CaN7O4S2Si. The level of theory is ωB97M-V with the def2-TZVPD basis set.

Geometry as ORCA input:
```
! wB97M-V def2-TZVPD RIJCOSX def2/J DEFGRID3
* xyz -2 1
Ca 0.1210 1.1624 0.5430
C 2.3376 -0.3010 0.7161
Si 2.6205 -2.0233 0.3803
C 2.7974 -2.4954 -1.4570
N 2.0885 -1.6041 -2.3647
C 2.4954 -1.6848 -3.7497
C 2.0698 -2.9978 -4.4428
C 0.7539 -3.5214 -3.8407
C -0.1034 -2.3638 -3.3347
C 0.6264 -1.6125 -2.2074
C 1.2069 -3.0691 1.1212
C 0.4368 -2.4908 2.1389
C -0.5636 -3.2099 2.7842
C -0.8477 -4.5165 2.4038
C -0.1094 -5.1047 1.3825
C 0.9129 -4.3888 0.7651
C 4.1677 -2.9036 1.1336
C 4.1162 -3.8430 2.1692
C 5.2684 -4.4294 2.6908
C 6.5159 -4.0905 2.1848
C 6.5994 -3.1508 1.1619
C 5.4426 -2.5715 0.6549
H 2.9468 0.3732 0.0977
H 2.4923 -0.0544 1.7750
H 2.4971 -3.5598 -1.5744
H 3.8679 -2.4674 -1.6982
H 3.5794 -1.5529 -3.8084
H 2.0501 -0.8356 -4.2794
H 2.8546 -3.7547 -4.3482
H 1.9422 -2.8100 -5.5157
H 0.9707 -4.1835 -2.9965
H 0.2122 -4.1236 -4.5747
H -1.0663 -2.7172 -2.9616
H -0.3248 -1.6794 -4.1643
H 0.3917 -2.0832 -1.2489
H 0.2587 -0.5884 -2.1582
H 0.6160 -1.4536 2.4235
H -1.1169 -2.7382 3.5903
H -1.6382 -5.0724 2.8975
H -0.3271 -6.1213 1.0708
H 1.4926 -4.8752 -0.0173
H 3.1526 -4.1258 2.5832
H 5.1884 -5.1537 3.4955
H 7.4150 -4.5475 2.5857
H 7.5682 -2.8643 0.7651
H 5.5360 -1.8187 -0.1269
N -0.8727 8.7066 -1.0248
C -1.1284 7.3218 -0.9829
C -0.2784 6.4733 -0.2749
C -0.5401 5.1171 -0.2012
C -1.6716 4.6044 -0.8292
C -2.5254 5.4351 -1.5357
C -2.2574 6.7943 -1.6077
S -1.9655 2.8656 -0.7425
O -1.7482 2.5074 0.6601
O -3.2778 2.6127 -1.2742
N -0.7353 2.1529 -1.4859
C -0.4578 2.4359 -2.8063
N -1.2861 3.1957 -3.5607
C -0.9190 3.4279 -4.8159
C 0.2440 2.9322 -5.3745
C 1.0345 2.1733 -4.5188
N 0.7159 1.9260 -3.2607
H 0.0916 8.9410 -0.8614
H -1.2196 9.1586 -1.8522
H 0.5918 6.8730 0.2366
H 0.1304 4.4617 0.3563
H -3.3884 5.0044 -2.0290
H -2.9259 7.4546 -2.1531
H -1.5976 4.0460 -5.4038
H 0.5227 3.1245 -6.4020
H 1.9764 1.7504 -4.8637
Br -1.0479 3.9556 6.9140
C -0.3140 3.5942 5.1989
C 0.5198 4.5032 4.5896
Br 0.9814 6.1352 5.4434
C 1.0434 4.1943 3.3206
Br 2.2090 5.4048 2.4251
C 0.7633 3.0081 2.6216
O 1.2392 2.7850 1.4396
C -0.1093 2.0147 3.2751
O -0.3674 0.8828 2.6809
C -0.6137 2.3842 4.5337
Br -1.7125 1.0954 5.3989
C -3.9067 -1.4424 3.9233
C -4.1458 -1.5749 2.4606
C -5.2566 -2.1599 1.9300
C -5.3399 -2.2336 0.5247
N -4.3879 -1.8388 -0.2775
C -3.2399 -1.2965 0.2450
S -1.9455 -0.8972 -0.7027
N -3.1965 -1.1197 1.6197
C -6.5832 -2.7739 -0.1261
H -4.8406 -1.5735 4.4690
H -3.4752 -0.4715 4.1544
H -3.1972 -2.2056 4.2504
H -6.0409 -2.5334 2.5726
H -2.3806 -0.6311 1.9899
H -7.2204 -3.2986 0.5877
H -6.3096 -3.4419 -0.9423
H -7.1490 -1.9435 -0.5564
*
```

Values from the calculation:
E_HOMO = -1.78 eV
HOMO-LUMO gap = 5.614 eV
LUMO energy = 3.83 eV
energy = -389966.37020 eV

---

Entry 2:
This record from the Open Molecules 2025 dataset describes an isolated molecule of CH4NOPS. The level of theory is ωB97M-V with the def2-TZVPD basis set.

Geometry as ORCA input:
```
! wB97M-V def2-TZVPD RIJCOSX def2/J DEFGRID3
* xyz 0 1
O -0.4581 1.7882 -0.2669
C -0.2008 0.5768 -0.3683
P 1.5937 0.0075 -0.4009
N -1.1686 -0.3719 -0.4334
S -2.8369 -0.1468 -0.0683
H 1.5364 -1.3901 -0.1981
H 1.3792 -0.0879 -1.7570
H -0.8949 -1.3809 -0.4247
H -2.9505 0.6827 -1.2268
*
```

Values from the calculation:
E_HOMO = -9.52 eV
HOMO-LUMO gap = 9.945 eV
SMILES = O=C(P)NS
LUMO energy = 0.42 eV
energy = -24762.16982 eV

---

Entry 3:
This record from the Open Molecules 2025 dataset describes an isolated molecule of C24H21N3O3S2. The level of theory is ωB97M-V with the def2-TZVPD basis set.

Geometry as ORCA input:
```
! wB97M-V def2-TZVPD RIJCOSX def2/J DEFGRID3
* xyz 0 1
O -0.2064 4.1261 -1.7045
C -0.3556 3.1283 -1.0298
C 0.4337 2.9531 0.2617
S 1.8198 1.8207 -0.0863
C 1.4064 0.4360 0.9121
N 0.5631 0.6097 1.8805
C 0.3006 -0.4634 2.6441
S -0.8262 -0.4216 3.9640
C -0.4850 -2.0886 4.2886
C 0.4289 -2.6315 3.4433
C 0.8984 -1.7099 2.4777
C 1.8274 -1.9067 1.3974
O 2.4100 -2.9327 1.1183
N 2.0208 -0.7393 0.6169
C 2.8304 -0.8745 -0.5859
C 2.0085 -0.6671 -1.8175
C 2.2251 0.0832 -2.9351
C 1.0881 -0.0976 -3.7602
C 0.2659 -0.9401 -3.0832
O 0.8123 -1.2917 -1.9042
C 0.7043 -4.0556 3.7895
C -0.4208 -4.3870 4.7971
C -0.9637 -3.0396 5.3284
N -1.1740 2.1063 -1.3819
C -1.5019 0.9451 -0.5590
C -2.6857 0.2579 -1.2552
C -2.7107 0.9164 -2.6018
C -3.4506 0.5976 -3.7185
C -3.3068 1.3774 -4.8591
C -2.4400 2.4566 -4.8646
C -1.6929 2.7887 -3.7432
C -1.8376 2.0042 -2.6136
H 0.8667 3.9157 0.5306
H -0.1152 2.5256 1.0977
H 3.2282 -1.8965 -0.5489
H 3.6552 -0.1580 -0.5729
H 3.0808 0.6922 -3.1380
H 0.9077 0.3470 -4.7165
H -0.6971 -1.3456 -3.3198
H 1.6937 -4.1417 4.2445
H 0.6876 -4.7020 2.9132
H -1.2213 -4.9171 4.2809
H -0.0639 -5.0219 5.6053
H -0.5347 -2.7886 6.3027
H -2.0489 -3.0423 5.4340
H -0.6443 0.2670 -0.5199
H -1.7465 1.2485 0.4607
H -3.6233 0.4415 -0.7249
H -2.5442 -0.8207 -1.3201
H -4.1283 -0.2432 -3.7060
H -3.8768 1.1395 -5.7443
H -2.3393 3.0553 -5.7572
H -1.0232 3.6314 -3.7477
*
```

Values from the calculation:
E_HOMO = -7.92 eV
HOMO-LUMO gap = 8.293 eV
SMILES = O=C(CSc1nc2sc3c(c2c(=O)n1Cc1ccco1)CCC3)N1CCc2ccccc21
LUMO energy = 0.38 eV
energy = -57513.12472 eV

---

Entry 4:
This record from the Open Molecules 2025 dataset describes a cluster of 6 separate species, C20H48N3O6 in total. The level of theory is ωB97M-V with the def2-TZVPD basis set.

Geometry as ORCA input:
```
! wB97M-V def2-TZVPD RIJCOSX def2/J DEFGRID3
* xyz 1 1
C 5.3692 -1.1306 -0.8733
C 4.5962 0.2098 -1.3785
N 3.6979 -0.0456 -2.5462
C 2.3443 -0.4609 -2.0908
C 1.4613 0.6134 -1.3180
C 0.0684 0.0648 -0.8330
C -0.2520 -1.4345 -1.2132
C -1.6383 -2.1063 -0.7753
C -2.8618 -1.5259 -1.6699
O -3.1647 -0.1482 -1.2766
C -4.3504 0.3242 -1.9951
C -5.6403 0.0754 -1.0350
N 0.7431 -2.1522 -1.9510
N 1.9507 -1.7841 -2.3678
H 6.1058 -0.7578 -0.0589
H 5.9940 -1.6191 -1.6926
H 4.6680 -1.8614 -0.3457
H 4.0431 0.6069 -0.4511
H 5.3787 0.9968 -1.6610
H 3.6376 0.7602 -3.1913
H 1.8033 1.6775 -1.1104
H -0.6799 0.6947 -0.2454
H -1.6260 -3.2503 -0.9337
H -1.9004 -1.8507 0.3054
H -3.8308 -2.1313 -1.5098
H -2.6411 -1.5634 -2.7966
H -4.3087 1.4611 -2.1809
H -4.4100 -0.2678 -2.9736
H -6.4494 0.8787 -1.1903
H -5.2399 0.1430 0.0424
H -6.1359 -0.9410 -1.2066
H 0.4661 -3.1278 -2.1958
C -0.7730 -2.8300 2.9132
C 0.0606 -4.0778 2.7093
O 0.4283 -4.1996 1.3404
H -1.6740 -2.8649 2.2948
H -1.0681 -2.7238 3.9597
H -0.2142 -1.9374 2.6124
H -0.5075 -4.9670 2.9893
H 0.9707 -4.0449 3.3156
H 0.9383 -3.4117 1.1053
C 2.9846 2.7946 -7.2569
C 3.1162 1.6010 -6.3330
O 2.9199 2.0029 -4.9792
H 3.7153 3.5643 -6.9958
H 3.1384 2.5010 -8.2977
H 1.9942 3.2498 -7.1627
H 4.1129 1.1629 -6.4142
H 2.3792 0.8311 -6.5817
H 2.0329 2.3814 -4.9134
C -3.9773 1.0956 3.2590
C -3.4875 -0.2713 3.6928
O -4.2836 -1.2882 3.0942
H -5.0235 1.2359 3.5438
H -3.3784 1.8871 3.7143
H -3.9264 1.1981 2.1720
H -3.5599 -0.3779 4.7772
H -2.4430 -0.4241 3.3998
H -4.2068 -1.1919 2.1356
C -2.1569 5.4862 1.7046
C -1.6708 4.1165 2.1341
O -2.4678 3.1008 1.5331
H -3.2028 5.6281 1.9883
H -1.5567 6.2752 2.1637
H -2.1042 5.5922 0.6169
H -1.7453 4.0070 3.2180
H -0.6265 3.9632 1.8424
H -2.3900 3.1981 0.5744
C 3.6864 -1.0193 4.6366
C 2.9503 -1.8841 3.6334
O 2.9739 -1.2726 2.3458
H 3.2303 -0.0276 4.6958
H 3.6711 -1.4742 5.6296
H 4.7271 -0.8741 4.3323
H 1.9065 -2.0085 3.9295
H 3.4087 -2.8754 3.5596
H 3.9002 -1.1743 2.0872
*
```

Values from the calculation:
E_HOMO = -12.12 eV
HOMO-LUMO gap = 7.454 eV
LUMO energy = -4.66 eV
energy = -38261.14014 eV